<P>
# C15H22N2O4

C15H22N2O4 in the gas phase (the ωB97M-V functional and the def2-TZVPD basis, the OMol25 dataset).

The geometry in XYZ format:
```
43
Properties=species:S:1:pos:R:3
C -4.362 1.844 -0.214
C -2.948 1.563 0.221
C -2.207 2.976 0.668
C -2.049 0.717 -0.724
C -2.133 -0.773 -0.382
N -1.017 -1.506 -0.922
C 0.259 -1.680 -0.480
O 1.108 -2.282 -1.056
C 0.550 -1.335 1.029
N -0.459 -2.116 1.768
C 2.050 -1.581 1.369
C 2.974 -0.783 0.551
C 3.984 -1.426 -0.196
C 4.944 -0.707 -0.955
C 4.835 0.691 -0.816
O 5.851 1.346 -1.394
C 3.734 1.296 -0.244
C 2.819 0.648 0.567
C -3.427 -1.362 -0.915
O -4.300 -1.635 -0.078
O -3.489 -1.488 -2.243
H -4.716 0.925 -0.695
H -4.909 2.091 0.681
H -4.559 2.770 -0.848
H -2.933 0.967 1.165
H -2.112 3.838 -0.088
H -1.206 2.689 0.966
H -2.575 3.442 1.602
H -2.504 0.826 -1.699
H -0.997 1.071 -0.755
H -2.102 -0.997 0.707
H -0.968 -1.908 -1.831
H 0.418 -0.241 1.196
H -0.406 -1.855 2.762
H -0.106 -3.041 1.707
H 2.306 -2.633 1.533
H 2.250 -1.197 2.400
H 3.944 -2.494 0.150
H 5.626 -1.188 -1.602
H 5.656 2.294 -1.338
H 3.698 2.430 -0.275
H 2.053 1.147 1.144
H -2.575 -1.342 -2.440
```

SMILES ... CC(C)C[C@H](NC(=O)[C@@H](N)Cc1ccc(O)cc1)C(=O)O

These are the natural (NBO) partial charges, in e, on atoms 1 to 8:
1 C -0.622
2 C -0.197
3 C -0.619
4 C -0.419
5 C -0.185
6 N -0.640
7 C 0.690
8 O -0.597



<Q>
# C15H22N2O4

C15H22N2O4 in the gas phase (the ωB97M-V functional and the def2-TZVPD basis, the OMol25 dataset).

The geometry in XYZ format:
```
43
Properties=species:S:1:pos:R:3
C -2.568 -3.432 -1.116
C -2.699 -2.099 -0.388
C -1.521 -1.809 0.540
C -0.209 -1.635 -0.218
N 0.815 -1.104 0.657
C 2.124 -1.337 0.439
O 2.601 -2.213 -0.229
O 2.872 -0.443 1.168
C 4.252 -0.385 0.847
C 4.453 0.459 -0.428
N 3.603 1.631 -0.386
C 2.302 1.466 -0.753
O 1.904 0.676 -1.567
O 1.510 2.347 -0.082
C 0.134 2.226 -0.252
C -0.460 2.196 -1.502
C -1.835 2.046 -1.584
C -2.602 1.937 -0.439
C -2.011 1.984 0.819
C -2.849 1.888 2.057
C -0.634 2.124 0.902
H -2.437 -4.243 -0.404
H -3.463 -3.631 -1.701
H -1.716 -3.423 -1.790
H -2.782 -1.291 -1.118
H -3.616 -2.107 0.205
H -1.727 -0.884 1.085
H -1.417 -2.614 1.270
H -0.356 -0.954 -1.067
H 0.168 -2.586 -0.598
H 0.586 -0.249 1.143
H 4.646 -1.395 0.696
H 4.728 0.084 1.711
H 5.496 0.760 -0.527
H 4.146 -0.122 -1.300
H 3.746 2.254 0.398
H 0.143 2.272 -2.392
H -2.307 2.013 -2.554
H -3.672 1.814 -0.517
H -3.348 2.840 2.242
H -3.618 1.127 1.944
H -2.240 1.650 2.926
H -0.140 2.162 1.863
```

SMILES ... CCCCNC(=O)OCCNC(=O)Oc1cccc(C)c1

These are the natural (NBO) partial charges, in e, on atoms 1 to 8:
1 C -0.608
2 C -0.391
3 C -0.397
4 C -0.223
5 N -0.627
6 C 0.902
7 O -0.644
8 O -0.545



<R>
# C15H22N2O4

C15H22N2O4 in the gas phase (the ωB97M-V functional and the def2-TZVPD basis, the OMol25 dataset).

The geometry in XYZ format:
```
43
Properties=species:S:1:pos:R:3
C 4.406 -1.417 -0.048
C 3.152 -0.788 0.597
C 2.095 -0.787 -0.534
C 2.389 0.238 -1.625
C 0.725 -0.445 0.237
N 0.771 0.675 1.193
C 0.061 1.827 1.280
O -0.188 2.278 2.401
C -0.469 2.611 0.062
N 0.118 2.151 -1.188
C -1.967 2.525 0.014
C -2.560 1.118 0.068
C -2.434 0.238 1.150
C -2.880 -1.090 1.134
C -3.277 -1.667 -0.016
O -3.457 -3.009 -0.213
C -3.671 -0.784 -1.053
C -3.379 0.602 -0.959
C 0.087 -1.640 0.940
O -0.050 -1.536 2.127
O -0.252 -2.732 0.172
H 4.723 -0.706 -0.823
H 5.150 -1.532 0.699
H 4.140 -2.412 -0.501
H 3.369 0.170 0.920
H 2.774 -1.429 1.394
H 2.011 -1.816 -0.988
H 1.497 0.410 -2.188
H 3.195 -0.105 -2.244
H 2.741 1.193 -1.239
H -0.117 -0.212 -0.511
H 0.612 0.250 2.119
H -0.242 3.658 0.217
H 1.113 2.276 -1.106
H 0.051 2.796 -1.942
H -2.397 3.043 -0.858
H -2.249 3.083 1.034
H -1.883 0.594 1.990
H -2.848 -1.687 2.012
H -2.933 -3.442 0.489
H -4.388 -1.141 -1.708
H -3.764 1.218 -1.823
H 0.229 -2.574 -0.681
```

SMILES ... CC[C@H](C)[C@H](NC(=O)[C@@H](N)Cc1ccc(O)cc1)C(=O)O

These are the natural (NBO) partial charges, in e, on atoms 1 to 8:
1 C -0.598
2 C -0.402
3 C -0.171
4 C -0.628
5 C -0.193
6 N -0.656
7 C 0.698
8 O -0.625



Stability ranking, top entry: <Q>; the second entry is 61.6 kcal/mol less favorable.



<P>
# C8H8

C8H8 in the gas phase (the ωB97M-V functional and the def2-TZVPD basis, the OMol25 dataset).

The geometry in XYZ format:
```
16
C8H8, DFT the ωB97M-V functional and the def2-TZVPD basis
C -2.383 0.992 -0.507
C -1.079 0.982 -0.690
C -1.922 -0.135 0.267
C -0.627 -0.495 0.722
C -1.512 -1.591 0.280
C 0.386 0.299 0.048
C 1.032 1.428 0.812
C 1.288 -0.434 -0.912
H -1.991 -2.165 1.061
H -1.343 -2.148 -0.642
H 0.299 1.969 1.406
H 1.507 2.124 0.123
H 1.794 1.025 1.482
H 1.918 0.276 -1.442
H 0.709 -0.993 -1.644
H 1.922 -1.134 -0.364
```

These are the natural (NBO) partial charges, in e, on atoms 1 to 8:
1 C -0.226
2 C 0.049
3 C 0.060
4 C -0.078
5 C -0.409
6 C 0.034
7 C -0.609
8 C -0.627



<Q>
# C8H8

C8H8 in the gas phase (the ωB97M-V functional and the def2-TZVPD basis, the OMol25 dataset).

The geometry in XYZ format:
```
16
Properties=species:S:1:pos:R:3
C -2.032 -0.384 -1.404
C -1.112 0.249 -0.378
C -1.415 1.084 0.671
C -0.267 1.634 1.290
C 0.814 1.080 0.701
C 1.535 0.249 -0.109
C 2.910 -0.320 -0.286
C 0.244 -0.028 -0.404
H -2.242 0.428 -2.183
H -2.990 -0.632 -0.817
H -1.412 -1.251 -1.684
H -2.484 1.486 1.004
H -0.274 2.253 2.189
H 2.950 -1.363 -0.440
H 3.459 -0.027 0.579
H 3.418 0.190 -1.218
```

SMILES ... Cc1ccc2c(C)c1-2

These are the natural (NBO) partial charges, in e, on atoms 1 to 8:
1 C -0.621
2 C -0.138
3 C -0.125
4 C -0.349
5 C 0.045
6 C 0.020
7 C -0.634
8 C 0.001



Stability ranking, top entry: <Q>; the second entry is 88.0 kcal/mol less favorable.